Formula: C5H10N
Source: the Open Molecules 2025 dataset
Level of theory: ωB97M-V with the def2-TZVPD basis set

Geometry as XYZ:
```
16
C5H10N, DFT ωB97M-V with the def2-TZVPD basis set
C -0.2739 1.3602 1.7557
C -1.0193 1.3507 0.7071
C -1.3427 0.0839 -0.0953
N -0.4159 -0.8623 0.3463
C 0.4623 -1.1638 -0.5217
C 1.3078 -0.6444 -1.6819
H 0.0989 2.2878 2.2352
H -0.1242 0.2026 2.2415
H -1.2065 2.1145 0.1212
H -2.2817 -0.3706 0.1969
H -1.0973 0.3168 -1.1328
H -0.0703 -1.1309 1.3274
H 1.0551 -2.0768 -0.0745
H 0.8086 -0.1848 -2.5385
H 2.2238 -1.2148 -2.0416
H 1.8753 -0.0682 -0.8451
```

## Properties
Total charge ... +1
Kohn-Sham gap ... 0.37353 Eh
SMILES ... C=CC/[NH+]=C\C
Max |F| ... 7.632 eV Å⁻¹
Highest occupied orbital energy ... -14.7 eV